(1)
A molecular structure, C45H34Cl5F2KN6O3, computed with ωB97M-V with the def2-TZVPD basis set.

```
96
Properties=species:S:1:pos:R:3
K -0.155 0.017 0.573
C 3.734 3.176 -2.993
C 2.578 2.551 -2.494
N 2.567 1.324 -2.035
C 3.714 0.610 -2.006
C 4.931 1.136 -2.519
C 4.898 2.460 -3.015
C 6.114 0.361 -2.522
C 6.053 -0.913 -2.005
C 4.884 -1.458 -1.480
C 3.666 -0.738 -1.419
N 2.546 -1.137 -0.828
C 2.363 -2.452 -0.484
C 2.545 -3.514 -1.360
C 2.252 -4.842 -1.010
C 1.758 -5.157 0.228
C 1.534 -4.116 1.158
C 0.967 -4.357 2.433
C 0.756 -3.322 3.294
C 1.131 -2.022 2.884
N 1.653 -1.762 1.713
C 1.845 -2.777 0.828
H 3.686 4.198 -3.348
H 1.636 3.093 -2.457
H 5.817 2.893 -3.398
H 7.033 0.777 -2.919
H 6.952 -1.522 -1.991
H 4.919 -2.454 -1.060
H 2.912 -3.299 -2.357
H 2.401 -5.623 -1.747
H 1.505 -6.176 0.495
H 0.685 -5.372 2.694
H 0.285 -3.467 4.258
H 0.959 -1.165 3.531
O -1.389 2.389 -0.755
C -0.998 3.564 -0.090
C 0.479 3.632 0.239
C 1.127 4.856 0.391
C 2.458 4.859 0.771
C 3.104 3.649 0.979
C 2.382 2.482 0.785
N 1.103 2.480 0.423
H -1.099 2.430 -1.687
H -1.542 3.583 0.860
H -1.282 4.460 -0.656
H 0.591 5.782 0.221
H 2.986 5.796 0.903
H 4.143 3.605 1.275
H 2.836 1.504 0.915
F -0.251 5.033 4.364
C -0.705 3.744 4.209
C 0.070 2.818 3.545
C -0.357 1.490 3.349
C -1.614 1.178 3.915
C -2.365 2.140 4.577
F -3.604 1.835 5.092
C -1.948 3.447 4.738
C -2.131 -0.215 3.799
C -2.673 -0.893 4.894
C -3.097 -2.201 4.743
C -2.976 -2.810 3.502
C -2.427 -2.067 2.468
N -2.015 -0.809 2.605
H 1.030 3.164 3.166
H -2.559 4.185 5.239
H -2.748 -0.389 5.848
H -3.513 -2.742 5.586
H -3.293 -3.831 3.334
H -2.291 -2.493 1.480
Cl -6.553 -4.362 -2.489
C -5.084 -3.610 -1.955
C -5.022 -2.231 -1.735
Cl -6.444 -1.271 -2.001
C -3.856 -1.627 -1.310
Cl -3.778 0.075 -1.016
C -2.642 -2.362 -1.074
O -1.583 -1.820 -0.685
C -2.758 -3.772 -1.311
Cl -1.326 -4.699 -1.026
C -3.933 -4.366 -1.733
Cl -3.985 -6.082 -1.993
C -0.365 -0.230 -2.842
N 0.200 0.428 -4.016
C 1.220 -0.364 -4.676
C 0.047 1.748 -4.197
C 0.760 2.387 -5.374
O -0.660 2.458 -3.475
H -0.740 -1.213 -3.126
H -1.187 0.349 -2.433
H 0.423 -0.372 -2.099
H 0.799 -1.338 -4.934
H 2.065 -0.522 -4.001
H 1.575 0.112 -5.585
H 0.488 1.915 -6.319
H 1.842 2.315 -5.249
H 0.472 3.434 -5.396
```

Computed properties:
energy above the lowest of the compared OMol25 structures with the same formula, charge and spin = 9.81 kJ/mol
M = 961.2 g/mol
orbital gap = 0.205 Ha
charge = -2
HOMO energy = -1.662 eV

=====

(2)
A molecular structure, C5H18AlN3O5, computed with ωB97M-V with the def2-TZVPD basis set.

```
32
Properties=species:S:1:pos:R:3
Al -0.278 0.124 0.714
O -0.058 -0.622 3.584
H 0.408 -0.030 4.206
O 2.447 -0.287 1.710
H 3.252 -0.437 1.177
O -2.523 -0.973 2.334
H -3.311 -0.549 1.941
C -0.295 3.432 3.147
O -0.099 2.633 2.279
N -0.024 4.610 2.914
N -0.654 3.086 4.327
H 0.383 4.831 2.016
H 0.092 5.193 3.730
H -1.021 2.145 4.324
H -0.870 3.692 5.106
C -1.155 -3.015 -3.443
C -0.419 -2.269 -2.346
C 0.404 -1.070 -2.785
O 1.218 -0.537 -1.715
C 2.449 0.026 -2.166
N -1.467 -1.906 -1.358
H -0.428 -3.468 -4.117
H -1.784 -2.331 -4.013
H -1.676 -3.885 -3.043
H 0.356 -2.918 -1.939
H -0.205 -0.230 -3.118
H 0.943 -1.287 -3.707
H 3.028 -0.706 -2.730
H 3.057 0.356 -1.324
H 2.238 0.882 -2.807
H -1.685 -2.850 -1.072
H -2.323 -1.641 -1.823
```

Computed properties:
energy above the lowest of the compared OMol25 structures with the same formula, charge and spin = 470.52 kJ/mol
M = 227.2 g/mol
orbital gap = 0.168 Ha
HOMO energy = -7.943 eV